[1]
ORCA calculation (ωB97M-V with the def2-TZVPD basis set) on 3 unconnected molecules or ions with the total composition C4H10O in a non-equilibrium geometry.

As for the total energy: -233.0469 Ha. The spin multiplicity is 2. The LUMO energy (alpha / beta) is -8.0 / -7.9 eV. Its expectation value of S² is 0.75. The value obtained for the frontier orbital gap (alpha / beta) is 6.863 / 6.905 eV. Its total charge is +1.

Each line ends with the Mulliken charge.
Cartesian coordinates (Å):
C1 -0.56843 0.42370 0.81826  -0.204
O1 0.84096 3.40933 1.08526  -0.641
C2 0.27923 0.33129 -0.60367  -0.856
C3 -0.77740 -0.71444 -0.19259  0.485
C4 -0.25070 -2.09242 -0.03997  -1.106
H1 0.41120 2.50349 0.92254  0.277
H2 -1.21693 0.37258 1.79364  0.456
H3 1.38325 3.72938 0.34755  0.328
H4 1.31183 0.21141 -0.36017  0.382
H5 0.02462 1.13455 -1.19056  0.417
H6 0.81306 -1.15985 -1.96801  0.132
H7 -1.85357 -0.60009 -0.58750  0.344
H8 -0.96658 -2.91665 0.17256  0.344
H9 0.40750 -2.24508 0.78234  0.357
H10 0.16195 -2.38720 -0.97970  0.286


[2]
ORCA calculation (ωB97M-V with the def2-TZVPD basis set) on a single C8H9F3N2O3S molecule.

As for the total energy: -1343.2697 Ha. The spin multiplicity is 1. The LUMO energy is 0.5 eV. The value obtained for the frontier orbital gap is 8.917 eV. Its total charge is 0.

Each line ends with the Mulliken charge.
Cartesian coordinates (Å):
C1 2.61311 1.97533 -0.62321  -0.789
H1 3.59668 1.51542 -0.65971  0.234
H2 2.61864 2.86620 0.00684  0.321
H3 2.27920 2.24956 -1.62511  0.325
O1 1.73993 0.98997 -0.07409  -0.121
C2 0.52403 1.39319 0.24712  0.249
O2 0.10143 2.51154 0.14260  -0.586
C3 -0.37193 0.18550 0.65631  0.780
N1 -0.98888 -0.32029 -0.54713  -0.195
C4 -0.23446 -0.93505 -1.51736  0.476
N2 -0.55453 -0.90433 -2.76464  -0.629
C5 0.30143 -1.64921 -3.51010  -0.509
C6 1.30133 -2.24908 -2.82309  -0.293
S1 1.17710 -1.89079 -1.13401  0.008
H4 2.09174 -2.86924 -3.19148  0.411
H5 0.13821 -1.70551 -4.57049  0.434
H6 -1.73530 0.24590 -0.93254  0.302
O3 0.31265 -0.87553 1.23557  -0.357
C7 0.99246 -0.62712 2.45542  -0.798
H7 0.29280 -0.53792 3.29038  0.260
H8 1.61288 0.26994 2.39891  0.316
H9 1.62371 -1.50029 2.60193  0.318
C8 -1.50867 0.70974 1.57875  0.643
F1 -2.41970 1.41681 0.90886  -0.283
F2 -2.15415 -0.29897 2.16873  -0.268
F3 -1.03964 1.49252 2.55731  -0.249